Formula: C7H14BrN2O2
Source: the OMol25 dataset
Level of theory: ωB97M-V with the def2-TZVPD basis set

Each line ends with the natural charge from an NBO analysis.
Atoms and positions in Å:
C (-1.00015, -0.80934, -0.85830)  -0.080
C (-0.78016, 0.44377, -0.03882)  0.330
C (0.24313, -1.60730, -1.00957)  -0.661
C (-1.78483, -0.64781, -2.18572)  -0.631
C (1.49484, 1.05065, 0.20588)  -0.599
C (-0.19482, 1.54766, 2.11824)  -0.607
C (0.21356, 0.54568, 1.08299)  -0.361
N (-1.79388, -1.50753, 0.20415)  0.316
N (-2.16741, -0.60900, 1.00148)  0.104
O (-1.94322, -2.69723, 0.29298)  -0.383
O (-2.77297, -0.97488, 2.08442)  -0.470
Br (-1.56633, 1.99723, -0.59174)  0.342
H (0.03496, -2.62092, -1.41353)  0.279
H (0.81662, -1.80302, -0.03541)  0.241
H (1.03357, -1.20335, -1.70339)  0.258
H (-1.20794, -0.01455, -2.95030)  0.257
H (-2.68912, -0.13044, -1.77158)  0.236
H (-1.87845, -1.55048, -2.78687)  0.270
H (2.41681, 1.06070, 0.80722)  0.263
H (1.35486, 2.22700, 0.08084)  0.238
H (1.41672, 0.45868, -0.68326)  0.214
H (-0.44912, 2.48406, 1.62761)  0.219
H (0.73013, 1.68067, 2.77756)  0.255
H (-1.14163, 1.14695, 2.42206)  0.225
H (0.28955, -0.35722, 1.57930)  0.234
H (-2.61577, -1.93285, 2.36176)  0.514

LUMO energy (spin up / spin down) ... -5.5019 / -5.5022 eV
Charge ... +1
2S+1 ... 1
Energy above the lowest of the compared OMol25 structures with the same formula, charge and spin ... 53.2 kcal/mol
E_HOMO (spin up / spin down) ... -14.1 / -14.1 eV
Kohn-Sham gap (spin up / spin down) ... 0.3173 / 0.3172 Eh

Formula: C37H29IrN5O4
Source: the OMol25 dataset
Level of theory: ωB97M-V with the def2-TZVPD basis set

Each line ends with the Mulliken spin population.
Atoms and positions in Å:
Ir (0.06611, 0.92261, 0.15861)  2.320
C (-0.04605, 4.12905, -3.13271)  0.001
O (-1.09457, 4.40536, -2.14327)  0.006
C (-0.86632, 3.54177, -1.15990)  0.050
N (0.19282, 2.84541, -1.18392)  0.042
C (0.96132, 3.23457, -2.37384)  0.017
C (1.46505, 2.03976, -3.13882)  0.019
C (0.71018, 0.87222, -3.21279)  0.013
C (1.20331, -0.23366, -3.89136)  0.014
C (2.44654, -0.17660, -4.50873)  -0.002
C (3.19715, 0.99009, -4.44491)  0.002
C (2.71089, 2.09138, -3.75379)  -0.009
C (-1.83707, 3.41801, -0.04705)  -0.011
C (-2.85371, 4.31429, 0.22863)  -0.005
C (-3.63884, 4.08091, 1.34934)  0.007
C (-3.39535, 2.96833, 2.14414)  -0.008
C (-2.36574, 2.12148, 1.77575)  -0.018
N (-1.61028, 2.35333, 0.71115)  0.058
C (-1.99879, 0.86426, 2.47102)  0.044
N (-1.09930, 0.10220, 2.00881)  0.164
C (-1.03642, -1.10185, 2.84555)  0.031
C (-1.99430, -0.73849, 4.01105)  0.002
O (-2.63763, 0.50846, 3.57954)  0.003
C (0.37329, -1.46529, 3.24269)  -0.011
C (0.66317, -2.78921, 3.55935)  -0.003
C (1.95206, -3.16108, 3.91447)  0.000
C (2.96659, -2.21225, 3.93966)  0.001
C (2.68327, -0.89147, 3.61945)  0.007
C (1.38952, -0.51770, 3.27653)  0.004
H (0.36517, 5.07668, -3.46226)  0.001
H (-0.51081, 3.61034, -3.96801)  0.001
H (1.81768, 3.81639, -2.02818)  -0.002
H (-0.25839, 0.81666, -2.72485)  -0.021
H (0.61355, -1.14174, -3.93562)  0.000
H (2.83103, -1.04001, -5.03616)  0.000
H (4.16732, 1.03898, -4.92325)  0.000
H (3.31245, 2.99220, -3.68142)  0.000
H (-3.01882, 5.16505, -0.41872)  0.001
H (-4.43887, 4.76392, 1.60169)  0.000
H (-3.98813, 2.74831, 3.02157)  0.001
H (-1.44125, -1.92879, 2.25890)  0.013
H (-1.46872, -0.54216, 4.94175)  0.000
H (-2.77898, -1.46974, 4.17097)  0.000
H (-0.12153, -3.53801, 3.51189)  0.000
H (2.16714, -4.19392, 4.16040)  0.000
H (3.97517, -2.50344, 4.20556)  0.000
H (3.47065, -0.14724, 3.63332)  -0.001
H (1.18074, 0.51392, 3.01904)  -0.017
O (2.19308, 0.92511, 0.22109)  0.253
C (3.09387, 0.09366, -0.10612)  0.214
C (4.45565, 0.52949, -0.11776)  0.010
C (5.45953, -0.33209, -0.41613)  0.003
C (5.19496, -1.70266, -0.71397)  0.104
C (3.91814, -2.15733, -0.71225)  -0.079
C (2.82068, -1.29390, -0.42751)  0.094
C (1.54186, -1.85542, -0.48421)  -0.089
N (0.39821, -1.20658, -0.34464)  0.288
N (-0.68157, -1.96133, -0.49198)  0.238
C (-1.78834, -1.20698, -0.69244)  -0.003
O (-1.76290, 0.02937, -0.91148)  0.200
C (-3.08206, -1.92922, -0.64652)  0.008
C (-4.26650, -1.19714, -0.71120)  0.013
C (-5.48791, -1.84513, -0.62790)  -0.003
C (-5.53031, -3.22713, -0.48248)  0.015
C (-4.35219, -3.95926, -0.42116)  -0.007
C (-3.12845, -3.31476, -0.50183)  0.016
H (4.64448, 1.56842, 0.11878)  0.000
H (6.48235, 0.02457, -0.42510)  0.000
H (6.01243, -2.37431, -0.93887)  0.004
H (3.71009, -3.19674, -0.93917)  -0.003
H (1.46708, -2.91877, -0.70157)  0.003
H (-4.20860, -0.12279, -0.83408)  0.002
H (-6.40842, -1.27808, -0.68185)  0.000
H (-6.48433, -3.73512, -0.42098)  0.001
H (-4.38972, -5.03582, -0.31632)  0.000
H (-2.20345, -3.87332, -0.46362)  0.001

LUMO energy (spin up / spin down) ... -3.1413 / -4.6967 eV
Charge ... +1
2S+1 ... 5
E_HOMO (spin up / spin down) ... -10.2 / -10.5 eV
Kohn-Sham gap (spin up / spin down) ... 0.2585 / 0.2138 Eh

Formula: C4H2O2
Source: the OMol25 dataset
Level of theory: ωB97M-V with the def2-TZVPD basis set

Each line ends with the natural charge from an NBO analysis.
Atoms and positions in Å:
O (-1.63329, -1.66275, 1.59212)  -0.483
C (-0.99627, -1.03867, 0.88688)  0.429
C (-0.09500, 0.13151, 0.85877)  0.060
C (-0.63287, -0.72773, -0.40717)  0.029
C (0.09095, 0.53549, -0.49997)  -0.003
O (1.41213, 0.51576, -1.06979)  -0.744
H (-0.36764, 1.48450, -0.82534)  0.210
H (2.22199, 0.76188, -0.53550)  0.502

LUMO energy ... -0.7264 eV
Charge ... 0
2S+1 ... 1
SMILES string ... O=c1c2c1C2O
Energy above the lowest of the compared OMol25 structures with the same formula, charge and spin ... 66.9 kcal/mol
E_HOMO ... -10.7 eV
Kohn-Sham gap ... 0.3663 Eh

Formula: C39H62BF2N8O3PrSi
Source: the OMol25 dataset
Level of theory: ωB97M-V with the def2-TZVPD basis set

Each line ends with the Mulliken spin population.
Atoms and positions in Å:
Pr (-0.15031, 0.05906, 0.34242)  1.988
C (-3.57131, -0.27844, -2.80868)  0.000
O (-2.49081, 0.47686, -2.30548)  0.001
C (-2.01971, 1.49536, -3.15698)  -0.001
C (-1.79631, 2.75766, -2.32468)  0.002
O (-0.91831, 2.48266, -1.24968)  -0.001
C (-0.81931, 3.56966, -0.33798)  0.003
C (-1.88981, 3.51426, 0.75092)  0.000
O (-1.75391, 2.29276, 1.44432)  -0.005
C (-2.52701, 2.28986, 2.62792)  0.001
H (-3.22641, -1.06554, -3.48638)  0.000
H (-4.06761, -0.72174, -1.94878)  0.000
H (-4.28611, 0.36066, -3.33608)  0.000
H (-1.08891, 1.17676, -3.63928)  0.000
H (-2.75271, 1.73006, -3.93798)  0.000
H (-1.37071, 3.54316, -2.96758)  0.000
H (-2.76881, 3.09976, -1.94368)  0.000
H (0.15569, 3.45296, 0.14512)  -0.001
H (-0.85971, 4.52856, -0.87088)  0.000
H (-1.73101, 4.35786, 1.43932)  0.000
H (-2.90721, 3.59296, 0.33362)  0.000
H (-2.21681, 3.11266, 3.28152)  0.000
H (-2.35541, 1.33986, 3.12822)  -0.001
H (-3.59311, 2.38786, 2.39482)  0.000
C (-2.64151, -2.90104, -0.82688)  0.000
N (-1.63041, -3.63584, -1.52408)  -0.001
C (-1.91791, -4.98664, -1.92848)  0.000
C (-0.66861, -5.35784, -2.71198)  0.000
N (-0.10141, -4.07124, -3.08158)  0.000
C (1.24039, -4.18854, -3.60608)  0.000
C (-0.59901, -3.08864, -2.22738)  0.002
N (-0.28081, -1.84824, -2.08908)  0.000
C (0.79719, -1.30094, -2.88578)  0.001
C (1.14049, 0.13456, -2.45008)  0.013
N (2.16489, 0.12556, -1.43128)  -0.010
C (3.40949, 0.27706, -1.70968)  0.005
N (4.36329, 0.23386, -0.74108)  0.001
C (4.12199, 0.17036, 0.67422)  0.000
C (5.62799, 0.75186, -1.20388)  0.000
C (5.44319, 0.82376, -2.71698)  0.000
N (4.03299, 0.55116, -2.92528)  0.000
C (3.67229, 0.01266, -4.21938)  0.000
H (-2.78121, -3.30774, 0.17492)  0.000
H (-3.59541, -2.95084, -1.36398)  0.000
H (-2.31021, -1.86774, -0.74208)  -0.003
H (-2.82021, -5.03004, -2.55688)  0.000
H (-2.08381, -5.62114, -1.05548)  0.000
H (-0.88841, -5.94244, -3.60868)  0.000
H (0.03789, -5.92664, -2.09218)  0.000
H (1.26359, -5.06444, -4.25628)  0.000
H (1.98459, -4.31954, -2.81388)  0.000
H (1.50149, -3.33354, -4.21828)  0.000
H (0.52079, -1.30464, -3.95308)  0.000
H (1.71119, -1.88534, -2.73808)  -0.001
H (0.23969, 0.56206, -1.98978)  -0.003
H (1.42089, 0.74586, -3.31988)  0.001
H (4.51549, -0.76244, 1.07922)  0.000
H (3.04809, 0.21586, 0.85822)  -0.004
H (4.59979, 1.01236, 1.17392)  0.000
H (6.44669, 0.08776, -0.91228)  0.000
H (5.81139, 1.74146, -0.77168)  0.000
H (6.06299, 0.08156, -3.23328)  0.000
H (5.68999, 1.81106, -3.11488)  0.000
H (4.58229, -0.24204, -4.77098)  0.000
H (3.11579, 0.74316, -4.81598)  0.000
H (3.07479, -0.89454, -4.12888)  0.000
F (2.14889, -1.92384, 2.05262)  0.001
B (1.46049, -1.76054, 0.88232)  0.007
F (2.03039, -2.68024, 0.04582)  0.002
C (0.07659, 3.02016, 5.09272)  -0.001
C (0.13959, 1.70576, 4.65732)  0.002
C (0.57149, 1.39746, 3.38362)  0.002
C (0.98239, 2.41016, 2.50072)  -0.002
C (0.90219, 3.74126, 2.95862)  -0.001
C (0.45899, 4.03556, 4.22812)  0.000
N (1.36759, 2.09646, 1.21492)  0.002
C (2.41519, 2.82626, 0.71222)  0.003
C (3.44149, 3.34426, 1.53172)  -0.002
C (4.51699, 4.01906, 1.00262)  0.000
C (4.64249, 4.18776, -0.36908)  0.000
C (3.65179, 3.67746, -1.19448)  0.001
C (2.55529, 3.02456, -0.67248)  0.002
H (-0.27591, 3.25576, 6.08502)  0.000
H (-0.13971, 0.90786, 5.32982)  0.000
H (0.61809, 0.35826, 3.04722)  -0.007
H (1.18289, 4.54196, 2.28422)  0.000
H (0.41369, 5.06676, 4.55182)  0.000
H (3.38589, 3.18146, 2.59902)  0.000
H (5.27409, 4.41316, 1.66792)  0.000
H (5.50099, 4.69946, -0.78098)  0.000
H (3.73349, 3.80356, -2.26678)  0.000
H (1.79209, 2.64116, -1.33618)  0.001
C (-0.51571, -2.00124, 4.36122)  0.000
Si (-1.55481, -2.58984, 2.85552)  0.000
C (-0.49591, -3.84864, 1.85112)  0.000
C (-2.85011, -3.78664, 3.64772)  0.000
N (-2.00551, -1.28194, 1.82902)  -0.003
C (-3.26541, -0.80624, 1.65392)  -0.006
C (-3.53091, 0.12026, 0.62002)  0.005
C (-4.79311, 0.62826, 0.39102)  0.000
C (-5.87671, 0.21736, 1.15012)  0.000
C (-5.64931, -0.69354, 2.17242)  0.000
C (-4.38481, -1.17054, 2.43142)  -0.001
H (-0.42691, -2.78824, 5.10252)  0.000
H (-0.96111, -1.14514, 4.85702)  0.000
H (0.48869, -1.72884, 4.05652)  0.000
H (0.45939, -3.98704, 2.34442)  -0.001
H (-0.29701, -3.51214, 0.83772)  -0.001
H (-0.96491, -4.82714, 1.79172)  0.000
H (-2.35501, -4.67514, 4.02872)  0.000
H (-3.59731, -4.11724, 2.93142)  0.000
H (-3.37311, -3.33704, 4.48552)  0.000
H (-2.69661, 0.45036, -0.00738)  0.009
H (-4.93831, 1.35486, -0.40148)  0.000
H (-6.87071, 0.59946, 0.96612)  0.000
H (-6.47751, -1.03204, 2.77962)  0.000
H (-4.23181, -1.83814, 3.25682)  0.000

LUMO energy (spin up / spin down) ... 0.2674 / 0.2678 eV
Charge ... 0
2S+1 ... 3
Energy above the lowest of the compared OMol25 structures with the same formula, charge and spin ... 0.0 kcal/mol
E_HOMO (spin up / spin down) ... -6.5 / -6.5 eV
Kohn-Sham gap (spin up / spin down) ... 0.2480 / 0.2483 Eh

Formula: C15H25N3O
Source: the OMol25 dataset
Level of theory: ωB97M-V with the def2-TZVPD basis set

Each line ends with the natural charge from an NBO analysis.
Atoms and positions in Å:
N (-1.77791, -2.41973, -4.18083)  -0.327
C (-2.21006, -2.56048, -3.13189)  0.304
C (-2.78208, -2.74595, -1.82445)  -0.612
C (-3.41831, -1.44694, -1.33157)  0.691
O (-4.58240, -1.33887, -1.02724)  -0.578
N (-2.55095, -0.40646, -1.25234)  -0.455
N (-1.26191, -0.56858, -1.62002)  -0.281
C (-0.39538, 0.35431, -1.68370)  0.284
C (0.94701, -0.09791, -2.19311)  -0.423
C (1.99187, -0.24327, -1.08020)  -0.392
C (1.64102, -1.37757, -0.12143)  -0.404
C (2.56627, -1.46395, 1.09505)  -0.387
C (2.47601, -0.27006, 2.04937)  -0.402
C (1.12239, -0.15519, 2.76159)  -0.404
C (0.68922, 1.29302, 3.00295)  -0.387
C (0.29947, 2.05159, 1.73171)  -0.397
C (-1.00626, 1.55929, 1.11035)  -0.410
C (-1.35185, 2.29185, -0.18864)  -0.385
C (-0.54042, 1.83572, -1.41340)  -0.490
H (-1.98554, -3.03619, -1.13534)  0.275
H (-3.55105, -3.52019, -1.86190)  0.274
H (-2.93198, 0.49444, -0.97137)  0.389
H (0.81434, -1.05838, -2.69163)  0.232
H (1.30230, 0.62980, -2.92589)  0.212
H (2.06633, 0.69840, -0.53667)  0.189
H (2.96522, -0.43939, -1.53421)  0.209
H (1.69376, -2.32229, -0.66722)  0.207
H (0.60785, -1.25670, 0.20490)  0.197
H (2.32846, -2.37474, 1.64989)  0.201
H (3.59735, -1.55257, 0.74405)  0.200
H (2.68340, 0.64465, 1.49514)  0.190
H (3.26697, -0.36533, 2.79644)  0.208
H (1.17867, -0.66699, 3.72451)  0.208
H (0.35212, -0.66326, 2.18299)  0.193
H (-0.16364, 1.29798, 3.68613)  0.201
H (1.50672, 1.82612, 3.49445)  0.202
H (1.10229, 1.97484, 0.99882)  0.190
H (0.18770, 3.11035, 1.98024)  0.204
H (-1.81425, 1.71450, 1.82978)  0.209
H (-0.94479, 0.48859, 0.91395)  0.201
H (-1.16543, 3.36070, -0.05083)  0.215
H (-2.42357, 2.19595, -0.38353)  0.188
H (-0.99485, 2.27762, -2.30803)  0.239
H (0.46592, 2.25126, -1.33688)  0.222

LUMO energy ... 0.7485 eV
Charge ... 0
2S+1 ... 1
SMILES string ... N#CCC(=O)NN=C1CCCCCCCCCCC1
Energy above the lowest of the compared OMol25 structures with the same formula, charge and spin ... 4.6 kcal/mol
E_HOMO ... -9.3 eV
Kohn-Sham gap ... 0.3708 Eh

Formula: C9H26B3NO7S3
Source: the OMol25 dataset
Level of theory: ωB97M-V with the def2-TZVPD basis set

Each line ends with the natural charge from an NBO analysis.
Atoms and positions in Å:
C (2.85275, -1.29803, 0.63738)  -0.760
C (2.38201, -0.95295, -0.74857)  0.744
O (2.80699, -1.52483, -1.72378)  -0.544
N (1.36372, 0.05768, -0.89288)  -0.818
C (1.87455, 1.40527, -0.53799)  -0.415
B (0.09930, -0.22395, -0.24366)  1.306
O (-0.05250, -0.42450, 1.12760)  -0.893
B (-0.93928, 0.49193, 1.65470)  0.978
O (-2.15385, 0.64866, 1.01758)  -0.899
B (-2.22188, 0.17170, -0.28548)  0.988
O (-1.09491, -0.20989, -0.96803)  -0.877
H (2.19975, -2.12533, 0.93901)  0.296
H (3.88978, -1.62312, 0.58839)  0.232
H (2.70355, -0.47054, 1.32850)  0.221
H (1.49688, 1.76541, 0.42960)  0.170
H (2.96270, 1.37352, -0.44922)  0.210
H (1.62912, 2.13876, -1.30639)  0.255
H (-0.60579, 1.14815, 2.58707)  -0.100
H (-3.28585, 0.09993, -0.81120)  -0.109
C (0.86562, -4.81414, -1.40846)  -0.834
S (0.84370, -5.19297, 0.34623)  1.259
O (1.12267, -3.91106, 1.04926)  -1.005
C (2.37623, -6.12758, 0.36391)  -0.831
H (0.00236, -4.18662, -1.62015)  0.242
H (1.78163, -4.27444, -1.65140)  0.248
H (0.79560, -5.74010, -1.97921)  0.227
H (3.18501, -5.49992, -0.00966)  0.236
H (2.26212, -7.01902, -0.25252)  0.228
H (2.57431, -6.41598, 1.39385)  0.241
C (-4.09468, -0.39823, 3.88680)  -0.840
S (-5.07665, 0.74413, 4.86318)  1.255
O (-5.33067, 0.09048, 6.17159)  -0.984
C (-6.57832, 0.56938, 3.89113)  -0.833
H (-3.11320, -0.47506, 4.35051)  0.239
H (-4.57479, -1.37687, 3.88046)  0.229
H (-3.98947, -0.01235, 2.87255)  0.237
H (-6.88429, -0.47658, 3.88379)  0.229
H (-6.39644, 0.92619, 2.87738)  0.227
H (-7.34745, 1.17701, 4.36264)  0.239
C (1.82820, 6.20616, -3.12433)  -0.831
S (1.52467, 4.48973, -3.55485)  1.258
O (2.30233, 3.66328, -2.59081)  -0.995
C (2.45804, 4.50245, -5.08708)  -0.831
H (1.36083, 6.39113, -2.15980)  0.241
H (2.90218, 6.37724, -3.05557)  0.232
H (1.38107, 6.85240, -3.87947)  0.228
H (3.48787, 4.79214, -4.88007)  0.232
H (1.99340, 5.19655, -5.78719)  0.227
H (2.43108, 3.49474, -5.49535)  0.245

LUMO energy ... 0.4898 eV
Charge ... 0
2S+1 ... 1
E_HOMO ... -8.8 eV
Kohn-Sham gap ... 0.3415 Eh

Values for DFT total energy, eV, ordered as above
-84590.2862, -57311.7083, -8269.6292, -87572.8374, -22478.1540, -60116.6354
Values for max |F|, Eh/bohr, ordered as above
0.083, 0.007, 0.095, 0.052, 0.025, 0.022